# 1
{
  "formula": "C46H63F5GeMgN4O3P3S2",
  "method": "ωB97M-V/def2-TZVPD",
  "species": ["H", "C", "C", "O", "H", "C", "C", "F", "F", "H", "Mg", "C", "C", "C", "H", "H", "H", "H", "H", "C", "H", "F", "H", "C", "C", "H", "H", "H", "H", "H", "C", "C", "H", "C", "C", "C", "H", "C", "H", "C", "C", "H", "H", "F", "C", "C", "H", "S", "C", "H", "C", "H", "H", "H", "N", "H", "C", "C", "H", "H", "C", "H", "H", "H", "O", "H", "C", "H", "H", "P", "C", "H", "H", "H", "P", "H", "O", "F", "H", "C", "C", "H", "H", "C", "H", "N", "C", "H", "C", "C", "C", "C", "P", "C", "C", "C", "N", "H", "H", "H", "C", "H", "H", "H", "C", "C", "H", "H", "S", "H", "H", "H", "C", "C", "H", "H", "Ge", "C", "H", "C", "H", "H", "N", "H", "H", "H", "C", "H"],
  "coordinates": [[1.928, 4.693, -1.031], [-5.374, 2.922, 0.241], [-1.641, 0.345, 3.178], [1.681, -1.987, -2.989], [-6.368, 2.713, 2.137], [-1.514, 2.667, -1.723], [1.390, 2.798, -1.901], [4.271, -4.039, 0.839], [3.999, -7.893, -1.805], [3.741, 1.320, -0.855], [0.073, -2.071, -1.841], [-1.649, -0.514, 4.288], [-4.232, 2.580, 2.323], [-0.545, 6.060, 2.512], [-4.106, -2.205, 0.048], [-1.351, 3.713, -1.998], [-3.621, -3.979, -1.642], [2.075, 3.542, -3.827], [3.574, -1.030, -1.629], [2.420, -4.343, -0.605], [-0.085, 4.095, -4.233], [5.335, -6.380, 0.005], [-4.233, 2.461, 3.400], [3.629, -4.763, -0.083], [1.306, 4.542, 2.170], [2.372, 4.390, 2.056], [0.638, 1.665, -4.616], [3.347, 3.349, -2.619], [-4.512, -2.666, -2.414], [1.298, -3.364, -6.114], [-0.585, -4.558, 1.358], [5.162, 0.970, 0.716], [5.253, -0.486, -1.593], [3.381, -0.158, 3.453], [-1.606, -0.003, 5.580], [3.483, -6.729, -1.410], [-2.709, -0.303, -1.895], [-3.068, -4.314, 1.582], [-1.021, -0.137, -4.391], [-3.028, 2.612, 1.649], [-1.554, 1.364, 5.809], [3.678, -0.926, 4.173], [0.247, -4.594, 0.661], [1.629, -7.090, -2.763], [-1.864, -4.077, 0.666], [4.173, -5.960, -0.494], [-2.828, -1.710, 2.041], [0.844, -2.079, -4.223], [1.252, -3.599, -5.053], [-1.442, 0.924, -5.740], [0.818, 5.822, 2.401], [-2.380, 2.304, -2.290], [2.683, 1.928, -3.433], [-4.448, -0.340, -1.557], [-1.712, 2.569, -0.294], [-1.682, -1.588, 4.160], [4.383, -0.712, -0.970], [2.265, -6.304, -1.894], [4.260, 0.447, 3.239], [-1.989, -4.667, -0.241], [-1.822, -1.472, 1.679], [-4.170, 3.056, -1.518], [-2.766, -2.803, -2.655], [-2.497, 5.139, 2.556], [-0.566, -2.151, -3.749], [-1.107, -2.031, 2.294], [-3.460, -0.536, -1.132], [1.854, 2.243, -1.081], [1.109, -2.171, 1.794], [-0.067, 1.687, -2.340], [-1.583, 2.229, 4.722], [0.598, 4.807, -2.179], [0.485, -4.337, -4.839], [4.655, -1.530, -0.309], [-1.698, -2.328, 0.048], [-1.767, 3.542, -4.325], [1.084, -1.021, -5.165], [1.934, -3.137, -0.202], [-3.326, 0.134, -0.280], [-0.742, 3.315, -4.624], [-2.965, 2.705, 0.244], [0.758, -0.894, 2.977], [-0.740, -5.567, 1.746], [0.423, 3.462, 2.061], [-1.578, 3.304, 4.864], [0.760, 2.167, 1.723], [3.990, 0.517, -0.152], [2.629, 0.469, 3.939], [1.671, -5.100, -1.501], [-3.353, -2.007, -0.716], [-1.428, 4.987, 2.451], [-4.169, 2.907, -0.446], [2.380, 0.213, 0.743], [2.431, 2.902, -3.016], [2.158, 1.906, 1.438], [-1.651, 1.721, 3.440], [-1.648, -0.037, 1.845], [0.314, 4.158, -0.557], [-3.176, -5.388, 1.743], [-1.514, 1.754, 6.818], [-5.420, 2.726, 1.616], [-6.293, 3.091, -0.308], [2.217, -3.939, -4.683], [2.743, 2.038, 2.352], [-0.327, 1.914, -4.172], [1.024, 4.188, -1.383], [5.989, 1.275, 0.069], [4.912, 1.816, 1.359], [0.085, -4.656, -2.037], [5.519, 0.147, 1.338], [-1.618, -0.687, 6.420], [1.518, 6.645, 2.487], [-1.342, 0.869, -4.652], [1.520, -1.601, 2.630], [-2.925, -3.849, 2.560], [-0.315, -3.917, 2.202], [-0.556, 1.182, 0.644], [-3.571, -2.926, -1.924], [2.561, 2.598, 0.681], [2.797, -0.849, 2.221], [-2.332, 1.049, -4.221], [1.732, -2.297, 3.448], [-1.750, 2.532, 2.276], [-4.006, -3.951, 1.161], [3.519, -1.578, 1.840], [-0.701, 3.365, -5.715], [-0.940, 3.709, 2.273], [-0.915, 7.066, 2.660]],
  "mulliken_charge": [0.45, -0.82, 0.19, -0.61, 0.45, -2.02, 1.93, -0.31, -0.30, 0.06, 2.07, -0.43, -0.28, -1.10, 0.87, 0.63, 0.34, 0.41, 0.20, -0.68, 0.35, -0.32, 0.52, -0.52, -0.77, 0.51, 0.67, 0.48, 0.49, 0.43, -1.16, -1.80, 0.48, -2.03, -0.82, 0.21, -0.05, -1.78, 0.13, -0.41, -1.18, 0.49, -0.03, -0.35, 0.40, 0.36, 0.94, 1.24, -1.27, 0.45, -0.78, 0.51, 0.40, 0.61, 0.47, 0.38, -1.59, 0.16, 0.37, 0.70, -1.52, 0.53, 0.11, 0.51, -0.91, 0.24, -0.78, -1.10, -0.40, 1.06, -0.19, 0.30, 0.38, 0.34, 0.12, 0.28, -0.71, 0.69, -0.26, -1.79, -0.07, 0.15, 0.50, 0.07, 0.53, 0.53, 1.24, 0.34, 1.07, 0.35, -0.20, -0.36, 0.71, -1.96, -2.74, -0.63, 0.06, 0.20, 0.54, 0.45, -1.08, 0.43, 0.30, 1.06, 0.46, -1.67, 0.48, 0.31, -0.65, 0.33, 0.45, 0.41, -1.31, -1.04, 0.26, 0.10, 1.65, -1.46, 1.04, 1.03, 0.24, 0.64, 0.92, 0.37, 0.35, 0.49, -0.10, 0.44],
  "gap_ev": [7.38, 6.06],
  "lumo_ev": [0.484, -1.552],
  "charge": 0,
  "s2": 0.758,
  "energy_ev": -185915.8572,
  "homo_energy_ev": [-6.897, -7.617],
  "spin_multiplicity": 2,
  "relative_energy_ev": 0.785
}

***

# 2
{
  "formula": "H6N2Si",
  "method": "ωB97M-V/def2-TZVPD",
  "species": ["H", "Si", "H", "H", "N", "H", "N", "H", "H"],
  "coordinates": [[-0.735, 0.756, 1.619], [0.938, 0.055, -0.919], [1.474, 1.085, -0.101], [-0.675, -1.163, 0.505], [-0.350, -0.870, -0.395], [-2.003, -0.070, 1.468], [-1.583, 0.727, 1.054], [2.171, -0.830, -0.931], [0.763, 0.311, -2.300]],
  "nbo_charge": [0.30, 1.05, -0.19, 0.35, -0.86, 0.29, -0.58, -0.18, -0.18],
  "gap_ev": [8.77, 9.49],
  "lumo_ev": [-1.391, -0.965],
  "charge": 0,
  "energy_ev": -10950.5472,
  "homo_energy_ev": [-10.156, -10.459],
  "relative_energy_ev": 3.196
}

***

# 3
{
  "formula": "C15H35ClFeN5O5",
  "method": "ωB97M-V/def2-TZVPD",
  "species": ["H", "H", "H", "H", "H", "H", "N", "H", "C", "C", "O", "H", "H", "H", "H", "N", "C", "H", "C", "C", "C", "C", "H", "C", "H", "H", "C", "H", "Cl", "C", "H", "H", "O", "H", "Fe", "C", "H", "H", "N", "H", "N", "O", "H", "H", "H", "C", "C", "H", "H", "H", "C", "H", "O", "H", "H", "H", "O", "H", "N", "H", "C", "H"],
  "coordinates": [[-3.879, -7.130, -13.827], [-5.347, -3.410, -12.679], [-8.238, -2.737, -10.830], [-3.632, -7.883, -10.364], [-8.400, -6.108, -7.083], [-11.326, -8.135, -14.366], [-8.446, -4.137, -7.955], [-6.539, -7.261, -13.676], [-8.641, -9.257, -13.499], [-7.804, -5.186, -7.134], [-6.449, -7.534, -10.811], [-13.456, -5.246, -11.838], [-4.283, -5.929, -15.099], [-8.759, -11.307, -12.918], [-8.016, -9.439, -8.181], [-5.972, -6.450, -13.977], [-8.936, -3.051, -10.049], [-8.686, -3.222, -7.549], [-12.473, -5.546, -11.469], [-4.358, -8.648, -10.611], [-6.275, -5.307, -13.376], [-8.044, -10.501, -12.863], [-12.295, -5.112, -10.525], [-4.652, -6.798, -14.564], [-4.822, -7.600, -15.279], [-12.797, -4.424, -13.586], [-7.403, -8.593, -8.350], [-7.275, -8.250, -7.343], [-9.902, -8.108, -10.694], [-5.362, -4.139, -13.512], [-7.179, -10.605, -13.489], [-9.967, -4.581, -14.586], [-7.314, -5.229, -12.693], [-4.093, -9.525, -10.059], [-8.434, -6.604, -11.469], [-10.901, -4.008, -14.507], [-10.648, -8.321, -15.963], [-9.748, -7.439, -14.700], [-6.178, -8.904, -9.010], [-4.362, -8.945, -11.675], [-11.796, -4.544, -13.521], [-8.112, -8.161, -13.255], [-6.770, -5.404, -7.472], [-7.974, -7.990, -9.044], [-5.589, -3.611, -14.461], [-11.361, -5.197, -12.412], [-5.786, -8.344, -10.165], [-10.556, -3.033, -14.060], [-10.093, -10.316, -14.348], [-5.575, -9.612, -8.660], [-8.399, -4.225, -9.278], [-9.908, -3.260, -10.489], [-7.981, -5.269, -9.787], [-7.801, -10.314, -11.807], [-11.223, -3.942, -15.528], [-9.044, -2.254, -9.311], [-10.169, -5.511, -12.288], [-4.304, -4.384, -13.517], [-9.690, -9.406, -14.298], [-7.593, -4.800, -6.118], [-10.378, -8.298, -14.890], [-12.509, -6.630, -11.357]],
  "nbo_charge": [0.20, 0.25, 0.25, 0.25, 0.22, 0.20, -0.58, 0.45, 0.74, -0.43, -0.71, 0.21, 0.21, 0.22, 0.21, -0.59, -0.69, 0.41, -0.71, -0.69, 0.71, -0.69, 0.24, -0.42, 0.22, 0.41, -0.44, 0.20, -0.75, -0.73, 0.24, 0.23, -0.74, 0.21, 1.55, -0.44, 0.21, 0.24, -0.58, 0.23, -0.59, -0.77, 0.22, 0.25, 0.25, 0.71, 0.70, 0.20, 0.40, 0.40, 0.70, 0.25, -0.73, 0.25, 0.22, 0.21, -0.72, 0.23, -0.57, 0.22, -0.43, 0.27],
  "gap_ev": [9.82, 8.88],
  "lumo_ev": [-1.588, -1.593],
  "charge": 1,
  "s2": 6.007,
  "energy_ev": -80720.3683,
  "homo_energy_ev": [-11.408, -10.478],
  "spin_multiplicity": 5,
  "relative_energy_ev": 0.000
}

***

# 4
{
  "formula": "C7H9N3O",
  "method": "ωB97M-V/def2-TZVPD",
  "species": ["H", "N", "O", "C", "C", "H", "C", "C", "C", "N", "H", "C", "H", "C", "H", "N", "H", "H", "H", "H"],
  "coordinates": [[-2.519, -1.075, -0.696], [0.394, 0.812, -0.725], [-0.065, -2.619, -0.548], [1.668, -0.940, -0.209], [-2.711, 0.903, -0.248], [-1.140, -0.041, 1.776], [-1.721, -0.779, 1.214], [1.622, 0.387, -0.376], [2.678, 1.408, -0.089], [-0.366, -0.360, -1.053], [-1.329, -1.721, 1.412], [-1.938, -0.411, -0.121], [-2.677, -0.904, 1.637], [0.407, -1.525, -0.591], [3.603, 0.950, 0.008], [-3.368, 1.849, -0.333], [0.099, 1.639, -1.311], [2.352, 1.882, 0.832], [2.636, 2.135, -0.887], [2.373, -1.590, 0.309]],
  "nbo_charge": [0.25, -0.44, -0.60, -0.46, 0.26, 0.23, -0.66, 0.26, -0.64, -0.28, 0.25, -0.06, 0.24, 0.62, 0.23, -0.31, 0.42, 0.23, 0.22, 0.24],
  "gap_ev": 9.43,
  "lumo_ev": 0.585,
  "charge": 0,
  "energy_ev": -13920.0292,
  "homo_energy_ev": -8.847,
  "smiles": "Cc1cc(=O)n([C@@H](C)C#N)[nH]1",
  "relative_energy_ev": 2.555
}